ORCA calculation (ωB97M-V with the def2-TZVPD basis set) on a structure of composition C21H30N6O3PRhS3.

```
65
Properties=species:S:1:pos:R:3:forces:R:3:mulliken_spin:R:1
H -2.7659 -5.4062 1.1418 0.0 0.0 0.0 0.00
O -1.5422 -1.7807 -1.2329 0.1 0.0 0.2 0.05
H 1.9123 2.5797 -3.5145 0.0 0.0 0.0 0.00
N 1.3807 -2.1151 4.2413 0.1 -0.1 0.1 -0.02
C -1.1846 -3.9817 0.9856 -0.1 -0.3 0.0 0.00
S 3.4740 1.1570 -2.2784 -0.2 -0.1 0.2 0.01
S -2.5898 3.1372 -2.1432 0.1 -0.2 0.2 0.01
H -3.7212 2.9012 0.7576 0.0 0.0 0.0 0.00
N -1.1212 1.7310 -0.6436 -0.1 -0.2 0.2 0.02
H 4.2626 0.0470 0.5730 0.0 0.0 0.0 0.00
Rh -0.1095 0.6359 1.0895 0.4 0.7 -0.2 2.35
N 0.6502 2.9626 1.2999 0.0 -0.2 0.2 0.08
C -0.3247 2.0987 -1.7037 -0.3 0.1 -0.1 0.01
C 2.7487 0.4487 -0.8796 0.3 0.2 -0.3 0.01
C -2.6436 -4.3243 1.1812 0.2 0.2 0.0 0.00
H 1.4605 -4.3846 -2.0730 0.0 0.0 0.0 0.00
C 1.0633 1.6506 -1.7144 0.4 0.0 -0.2 -0.01
H -3.2826 -2.4830 -2.9636 0.0 0.0 0.0 0.00
C 2.0673 5.3503 1.1566 -0.2 0.1 -0.1 -0.01
C 0.0599 4.0826 0.9109 0.0 0.1 -0.1 0.00
H 4.0698 -1.2003 -0.6430 0.0 0.0 0.0 0.00
N 1.5089 0.8115 -0.7104 -0.4 -0.1 0.3 -0.01
C 2.6818 4.1914 1.6048 0.1 -0.2 0.1 0.02
H -4.2452 1.4488 -0.0813 0.0 0.0 0.0 0.00
C 1.9396 3.0191 1.6820 -0.1 0.5 -0.2 0.01
H -4.6375 -1.4669 -2.4576 0.0 0.0 0.0 0.00
C 1.1561 -1.0166 3.5243 -0.3 0.3 -0.3 -0.07
O 0.7401 -2.2799 -0.5889 0.1 0.1 0.2 0.01
H -2.6724 -0.2104 -1.9303 0.1 0.0 0.0 0.00
H -3.2095 -0.8757 -0.3705 0.0 0.0 0.0 0.00
H 3.7184 4.1928 1.9167 0.0 0.0 0.0 0.00
C 0.9204 -3.6060 -2.6106 0.0 0.1 0.1 0.00
C -3.3732 1.9627 0.3245 -0.1 0.1 -0.1 0.03
C 2.0091 1.9527 -2.6426 0.0 0.0 0.0 0.01
H 0.1883 6.1895 0.5221 0.0 0.0 0.0 0.00
H -2.9426 1.3520 1.1190 0.0 0.0 0.0 -0.01
C 2.4892 1.8332 2.3182 0.2 -0.4 0.4 0.04
H -0.8299 -4.2787 -0.0011 0.0 0.0 0.0 0.00
H 2.3219 -2.3262 4.5357 0.0 0.0 0.0 0.00
C 1.1664 -2.2566 -1.9727 0.0 -0.1 -0.3 0.00
H -0.9872 4.0178 0.6436 0.0 0.0 0.0 0.00
N 2.1473 -0.2629 3.1260 0.7 -0.5 0.5 0.20
H 0.6223 -2.6404 4.6388 0.0 0.0 0.0 0.00
H 3.4369 1.8958 2.8493 0.0 -0.1 0.0 0.00
H -0.5904 3.2747 -3.5458 0.0 0.0 0.0 0.00
H 1.2621 -3.5926 -3.6454 0.0 0.0 0.0 0.00
H 2.6205 6.2764 1.0812 0.0 0.0 0.0 0.00
H 2.2300 -2.0204 -1.9569 0.0 0.0 0.0 0.00
C 3.5222 -0.4916 -0.0217 0.1 0.0 0.1 -0.01
H -3.2525 -3.8815 0.3956 -0.1 0.0 0.0 0.00
C -2.8248 -1.1308 -1.3623 -0.2 0.1 -0.1 0.00
C -3.7823 -2.0413 -2.1024 0.1 0.0 0.1 0.00
P -0.5441 -1.5562 0.0020 -0.1 -0.6 -0.1 0.29
S -0.5107 -0.5478 3.1937 0.0 -0.1 0.2 0.87
C 0.7229 5.3019 0.8299 0.1 0.0 0.0 0.02
H -0.1445 -3.8386 -2.6019 0.0 0.0 0.0 0.00
H 2.8620 -1.0423 0.6434 0.0 0.0 0.0 0.00
C -0.9703 2.8621 -2.6250 0.0 0.0 0.1 0.01
N 1.7750 0.7766 2.3762 -0.8 0.4 -0.7 0.10
H 0.6373 -1.4699 -2.5129 0.0 0.0 0.1 0.00
H -0.5667 -4.4704 1.7369 0.1 0.0 0.0 0.00
H -4.1529 -2.8413 -1.4653 0.0 -0.1 0.0 0.00
C -2.3402 2.1973 -0.7253 0.1 0.2 -0.2 -0.02
O -0.9695 -2.5523 1.1719 -0.1 0.2 -0.1 -0.03
H -2.9960 -3.9657 2.1479 0.0 0.0 0.0 0.00
```
Positions in Å, forces in eV/Å.

Properties
Kohn-Sham gap (alpha / beta) (eV): 7.334 / 5.432
Multiplicity: 5
E (eV): -82136.7604
Total charge: +2
HOMO (alpha / beta) (eV): -13.4 / -14.1
ΔE to the lowest compared entry with this formula, charge and spin (eV): 0.6513